[1]
C18H24N2O2 | ωB97M-V/def2-TZVPD

Structure (ORCA input):
```
! RIJCOSX wB97M-V def2-TZVPD def2/J DEFGRID3
* xyz 0 1
H -1.32072 -3.56760 -0.19367
C -1.95045 5.42953 -0.34396
H -1.11233 7.25776 2.53797
H -0.86980 -0.48679 0.87756
N -0.00569 0.45533 -0.74176
H 1.25653 3.05253 -1.12461
C -1.09109 6.52394 1.65992
C 0.35891 2.54822 -1.50775
H 0.11648 -8.06499 1.15371
C 0.41434 5.77722 1.50575
H 1.44542 2.59462 -3.83287
O -1.62585 3.68416 -2.35137
H 0.07043 -2.63408 1.65553
H 1.55908 -7.94360 2.16966
H -0.97971 -1.35255 -0.60799
H -2.85244 7.20534 0.81289
C -0.55745 -0.87053 0.08890
C 0.84177 -1.62434 0.26881
C 0.27815 4.90008 0.63182
H 1.60949 -5.53749 1.87074
H 1.12849 4.19768 0.83847
H 0.14775 -7.04349 2.83720
H 1.33334 -1.81903 -0.72431
H 0.46613 -4.16692 -0.81736
H -2.52592 5.48613 -1.11913
H -0.97593 -4.93388 1.92053
N 0.15948 0.51895 -1.89861
H 1.80057 -3.21964 1.24187
H 1.60638 -0.95103 0.86783
C 0.14718 1.63420 -0.16362
C 0.57733 -7.31618 1.82930
C -0.30205 -5.07425 0.80404
H 0.97253 5.86446 2.25281
C -0.65148 3.81917 -1.51410
H -1.06897 -5.99503 0.21047
C 0.52242 2.04701 -3.96326
H 0.41337 1.07464 -4.47253
C -1.96936 6.49472 0.63156
C 0.45842 1.55522 -2.54405
C -0.62308 4.67567 -0.29529
H 1.26882 -6.36240 0.15901
C 0.79834 -2.81023 1.13069
C 0.94962 -5.86375 1.16920
O -0.04252 1.97295 1.07416
C -0.06768 -3.86540 0.16418
H -0.10822 2.73366 -4.14830
*
```

* SMILES: CCCCCCCN1N=C(C)[C@@H](C(=O)c2ccccc2)C1=O
* gap between HOMO and LUMO: 0.2872 Eh
* electronic energy: -959.69725 hartree
* LUMO energy: -0.6 eV
* relative energy (zero: lowest compared OMol25 entry of this formula, charge and spin): 18.236 eV

***

[2]
C29H36BrIrN7OTe | ωB97M-V/def2-TZVPD

Structure (ORCA input):
```
! RIJCOSX wB97M-V def2-TZVPD def2/J DEFGRID3
* xyz 2 2
H 1.94919 3.14377 -6.02946
N -3.42105 -2.61791 2.81131
Br 1.95690 -2.11220 0.62970
C -0.48130 1.18882 -3.49545
C 3.21307 -0.80583 -0.03737
Ir 0.06604 -0.55333 0.79881
H -3.50764 2.90917 0.46089
H -1.00995 2.25376 4.34360
H -2.57113 4.31947 3.77111
C 3.59165 1.39484 -0.87326
H -2.89704 1.45644 -0.25815
H 6.43620 -0.49188 -0.87248
N -2.06138 -4.38937 1.89366
H -2.30055 4.88572 2.11558
N -1.22422 -2.09229 1.87785
H -0.10063 2.77074 -4.87515
C -0.65085 -2.37443 3.24971
H 2.45069 1.60241 -6.72526
C 0.89583 2.03822 -0.52170
H -3.39092 -3.58075 4.67165
H 0.36753 -2.74392 3.12110
H -2.78797 -1.91604 4.68568
N -1.06667 1.02002 1.51650
H -2.62406 -0.71045 2.64911
C -1.97690 2.01407 1.45691
C 4.94818 1.02642 -1.05333
H -0.44525 -4.97631 3.09664
C -3.42393 -3.88184 2.06735
H -0.14449 2.33031 -0.43367
H 1.41800 3.94738 -1.39389
H 2.86998 -1.71805 -2.49935
H 3.80152 3.39470 -1.66217
H -2.56962 0.96312 -2.94542
N -1.85815 2.85086 2.48799
H -0.26925 -3.78215 1.03010
C 3.11011 2.67413 -1.24492
C 2.03753 0.24790 -4.22573
C 1.56173 1.42747 -4.78813
C 1.83645 -1.80433 -2.83606
H -3.70413 3.85305 2.51569
H 5.63083 1.76133 -1.46021
H -0.61202 -1.43875 3.80283
H -3.09285 -1.46749 1.10933
H 1.24930 -2.23922 -2.02367
C 2.67736 0.46041 -0.32166
Te -1.04947 -0.92503 -1.41100
C -2.65251 4.05005 2.72140
O 0.65351 0.42854 2.76423
H -1.76997 2.40697 -2.27210
N -1.43065 -3.34429 3.97290
C -0.26482 1.23695 2.58298
C 1.29983 -0.47851 -3.30341
C -2.80015 -2.85048 4.12132
C 5.39878 -0.22361 -0.73160
H -2.04598 -5.33600 3.76199
H 3.00595 -0.13214 -4.53305
C 0.05108 0.02847 -2.91949
H -2.22776 2.33911 -3.96887
H 1.81829 -2.52126 -3.65870
N -2.86911 2.13151 0.48988
C -1.46146 -4.59758 3.21582
H -3.87939 -3.72484 1.08776
C 0.29565 1.86933 -4.42191
C -0.71582 2.47021 3.31466
C 2.38341 2.17364 -5.79785
H -4.01514 -4.61614 2.61169
C -1.28959 -3.41695 1.16811
H -1.74338 -3.26499 0.18582
C 1.79129 2.97791 -1.08878
C -2.64020 -1.64677 2.08963
H 0.06416 3.23474 3.31828
C 1.30615 0.79310 -0.11397
H 3.40055 2.32384 -5.43584
H 4.84216 -2.18595 0.02203
C -1.83490 1.74895 -3.14239
C 4.50337 -1.18679 -0.21612
*
```

* gap between HOMO and LUMO (spin up / spin down): 0.2593 / 0.1895 Eh
* electronic energy: -4531.09507 hartree
* LUMO energy (spin up / spin down): -6.1 / -8.0 eV
* relative energy (zero: lowest compared OMol25 entry of this formula, charge and spin): 0.000 eV
* ⟨S²⟩: 0.7551

***

[3]
C3HO3Pm | ωB97M-V/def2-TZVPD

Structure (ORCA input):
```
! RIJCOSX wB97M-V def2-TZVPD def2/J DEFGRID3
* xyz 1 6
C -0.11771 0.76322 0.34926
O -1.09438 -2.30879 -0.91178
C -0.83704 -0.07738 1.15334
C -0.00039 -2.22562 -1.28143
O 1.07170 0.33178 0.01671
H -1.62208 1.77734 -0.32525
Pm 3.26463 0.01862 1.43319
O -0.66471 1.72083 -0.43405
*
```

* gap between HOMO and LUMO (spin up / spin down): 0.1580 / 0.1638 Eh
* electronic energy: -948.49904 hartree
* LUMO energy (spin up / spin down): -6.4 / -6.3 eV
* relative energy (zero: lowest compared OMol25 entry of this formula, charge and spin): 3.634 eV
* ⟨S²⟩: 8.7576

***

[4]
C3H7N2O | ωB97M-V/def2-TZVPD

Structure (ORCA input):
```
! RIJCOSX wB97M-V def2-TZVPD def2/J DEFGRID3
* xyz 1 1
O 0.13475 1.86061 -0.23618
C 3.03866 0.34679 -0.09682
C -2.99843 -0.17451 -0.00682
H 1.00703 1.22672 -0.01298
H -3.33923 -0.40498 -1.04200
H 1.67284 -0.38429 1.19260
H 3.11893 0.96214 -0.99835
H 4.01135 0.24959 0.31083
H -3.02717 -0.98669 0.79655
N -0.92220 1.24351 -0.17218
H -3.68211 0.54551 0.41559
N 1.89988 0.25085 0.42685
C -1.77420 0.50916 -0.14562
*
```

* gap between HOMO and LUMO: 0.4217 Eh
* electronic energy: -302.86323 hartree
* LUMO energy: -3.7 eV
* relative energy (zero: lowest compared OMol25 entry of this formula, charge and spin): 4.811 eV

***

[5]
C4H7NS | ωB97M-V/def2-TZVPD

Structure (ORCA input):
```
! RIJCOSX wB97M-V def2-TZVPD def2/J DEFGRID3
* xyz 0 1
H 0.09966 2.49214 -0.78304
H 0.80537 1.22577 -1.76110
H -0.99504 1.06306 -1.25464
C 1.76967 0.00136 -0.02083
H 2.18285 -0.18467 -1.01557
C 0.61924 0.67563 0.17798
C -1.92015 -2.04306 0.55779
S -2.12151 -3.29322 -0.41390
H 2.42619 -0.40296 0.83571
H 0.46797 0.95875 1.23748
H -1.55580 -0.91987 2.19856
N -1.86857 -0.99099 1.21125
C 0.09012 1.41807 -0.96968
*
```

* SMILES: N=C=S.C=CC
* gap between HOMO and LUMO: 0.3616 Eh
* electronic energy: -609.48858 hartree
* LUMO energy: 0.5 eV
* relative energy (zero: lowest compared OMol25 entry of this formula, charge and spin): 1.902 eV

***

[6]
C8H8INO | ωB97M-V/def2-TZVPD

Structure (ORCA input):
```
! RIJCOSX wB97M-V def2-TZVPD def2/J DEFGRID3
* xyz 0 3
H 1.77663 -1.02007 1.83495
C -1.22424 0.71709 -1.15663
C 1.21998 -1.32643 0.92763
H 0.18073 -2.82417 0.39465
C -0.81408 2.03766 0.87243
H 0.02198 1.11297 2.47487
H -1.53426 0.71166 -2.18151
H 2.98662 -2.10213 -1.78199
C -1.42919 1.86727 -0.38116
H -0.89760 2.90799 1.60818
I 3.46833 0.50302 -0.06989
C 0.23687 -0.10744 0.54375
C -0.33763 -0.19683 -0.75420
N 2.31779 -2.18778 -1.02748
H -2.10072 2.53782 -0.93721
C 2.29268 -1.29694 -0.15606
O 0.57750 -2.55375 1.26258
C -0.05892 0.99538 1.36387
H -0.16573 -1.07040 -1.38538
*
```

* gap between HOMO and LUMO (spin up / spin down): 0.2040 / 0.2502 Eh
* electronic energy: -737.13458 hartree
* LUMO energy (spin up / spin down): 0.3 / -2.8 eV
* ⟨S²⟩: 2.0093

***

[7]
C22H34Br2O15 | ωB97M-V/def2-TZVPD

Structure (ORCA input):
```
! RIJCOSX wB97M-V def2-TZVPD def2/J DEFGRID3
* xyz 0 1
H -3.25296 2.28685 -4.05914
O -0.74531 -0.31968 7.38138
C -5.27168 -3.14648 -2.81396
H -5.59249 0.74153 -5.58370
C -2.78025 2.37119 -5.03768
C -5.31630 -3.11594 -0.57037
H -1.72744 2.17719 -4.83265
O 4.68852 -4.80881 -0.08259
H -2.72448 -2.52806 8.81826
H -3.24182 -1.15179 7.98623
H 5.03348 -3.84354 -2.33626
H -5.69061 -3.99712 -0.04930
H 3.16185 -0.07673 0.01458
H 4.69581 -5.15818 -3.44663
O 6.03790 -4.33182 1.59894
C -2.36267 -1.55371 8.48987
H 2.80584 0.77585 -2.32444
O -5.14922 1.32444 -7.42205
O -3.07856 1.47402 -7.06782
C 2.94509 0.97327 -0.18190
C -4.03769 1.24876 -8.02173
C 5.97889 -6.27221 -1.24818
H -6.45894 -1.27224 -0.55618
C 2.64652 8.07524 1.48718
H 6.63683 -5.98834 -2.06954
H -2.62220 -1.85250 5.93364
H -1.31110 -3.00911 5.82090
H -3.21532 0.33433 -5.52248
C 4.41753 -4.73071 -2.48334
C -5.02863 1.53188 -6.07919
H -2.94171 3.38902 -5.39273
H 6.01119 -7.35943 -1.17748
C 3.47586 1.27498 -1.62440
H -3.48842 -3.01269 0.82152
C -1.56674 -2.00496 6.15917
H -2.07748 -1.11557 9.44632
C 4.67426 -5.60964 -1.26655
C -1.16373 -1.69223 7.57305
C -3.55554 1.31041 -5.86832
H -4.68061 -1.72772 1.08995
H -0.34834 -2.32808 7.91791
O 3.76718 6.50616 0.48286
O -6.32612 -2.25816 -2.36606
H 3.44691 -4.23874 -2.54632
H 3.85845 -6.33241 -1.25358
C 5.78127 -4.96947 0.56685
H -5.30759 2.53952 -5.77106
H 3.50871 1.47191 0.60664
H 1.86375 6.16386 1.20017
O 3.80095 8.58887 1.01699
H 3.44215 2.33628 -1.87058
O 6.53886 -5.81681 -0.03713
Br 5.41698 0.73521 -2.04251
O -0.78207 -1.12184 5.46702
H -7.47381 -2.72159 -0.59242
C 3.30250 6.10999 2.86654
O -4.71983 -3.58835 -1.73452
H 4.23242 6.65129 3.04069
C -4.26568 -2.41166 0.34957
H -3.68153 -1.82866 -0.36247
O -3.79179 1.02688 -9.20845
C 4.41918 7.64156 0.37871
H 3.68048 5.09136 2.77930
O 5.44500 7.78699 -0.29388
O -4.93883 -3.54086 -4.00434
C -0.17837 -0.23701 6.16901
Br 1.10239 1.45940 0.11168
O 0.78774 0.38031 5.71473
H 2.63479 6.06671 3.72700
H 2.56680 8.28231 2.55435
C 2.80413 6.62385 1.50382
C -6.52479 -2.29747 -0.92041
H 1.81050 8.61893 1.04720
*
```

* SMILES: C[C@H]1COC(=O)O1.C[C@H]1COC(=O)O1.C[C@H]1COC(=O)O1.C[C@H]1COC(=O)O1.C[C@H]1COC(=O)O1.BrCCBr
* gap between HOMO and LUMO: 0.3802 Eh
* electronic energy: -7135.21554 hartree
* LUMO energy: -0.1 eV
* relative energy (zero: lowest compared OMol25 entry of this formula, charge and spin): 4.661 eV

***

| no. | largest force on an atom (eV/A) |
| --- | --- |
| 1 | 15.82 |
| 2 | 0.40 |
| 3 | 4.02 |
| 4 | 3.13 |
| 5 | 3.34 |
| 6 | 5.13 |
| 7 | 7.27 |